Entry 1:
A structure of composition C56H53Cl3N4O3OsP2SSe2 at a distorted geometry, computed with wB97M-V/def2-TZVPD.

```
! wB97M-V def2-TZVPD RIJCOSX def2/J DEFGRID3
* xyz 2 1
H 3.74177 4.86755 -3.61733
H -2.94562 -1.99048 -0.56796
C -2.60316 -2.18699 -3.53882
C 0.24499 -2.81076 -2.31850
C 5.83958 -4.43288 0.83656
C -0.99286 -0.67225 -2.17176
C -4.87764 -3.32008 1.47306
Cl -9.22504 1.74430 0.66786
H 3.44608 -2.34841 2.00160
C -3.08270 0.22012 -3.18109
H -4.79034 3.05459 -1.05104
H 4.50874 0.63449 1.10232
H 1.00801 2.27309 -1.57038
N -1.68663 0.75284 0.43164
Os -0.15608 -0.39856 -0.22362
C 2.58689 2.65306 2.35174
H -3.83992 1.17792 3.83542
C -3.40928 -1.37549 -1.33500
H 3.15156 -0.25261 1.81751
H -6.61360 0.07334 -0.16298
C 2.60239 4.04966 2.35690
C -3.79977 -1.51868 3.23397
H 2.62078 0.87462 3.58817
H -3.74595 -0.46398 -0.85662
C -6.56027 4.27430 -1.20354
H 2.80329 2.11288 5.69970
C -7.91774 2.61430 -0.02463
C 1.13872 -3.68071 -2.92646
H 6.02489 0.39010 -0.69607
C 4.37167 4.19000 -1.68143
H -5.32955 -4.03631 0.79872
C 2.64783 1.95849 3.56725
H -5.05204 0.80714 0.17533
C 5.52177 0.44078 -1.65708
O 1.90727 -1.10963 -0.77290
C -2.57585 0.33747 1.30819
H -4.29988 -1.90470 -1.69219
H -2.70340 -0.68852 1.58571
H 2.85272 4.58449 5.69052
H 0.09502 -0.19071 4.97847
C 2.69615 4.73899 3.55894
O 0.93599 1.22020 0.68483
H 1.06347 -4.11976 3.54450
C 0.63629 -2.60796 2.08396
C -2.80833 2.51504 1.20636
H 6.10053 1.42630 -4.84333
C 4.27386 0.54622 -4.14226
C -5.84367 3.18031 -0.83081
N 0.27986 -1.34892 1.81668
H 5.43244 -2.37293 -1.81490
H -3.21235 3.49010 1.43037
H 7.20538 1.34052 -2.63185
C -6.11608 0.88786 0.36782
H -4.14285 0.07912 -3.41168
H -6.02123 0.35838 3.62309
H 2.53694 4.60232 1.42883
C 5.27658 -2.78877 -0.82755
C 4.04595 3.42824 -0.57121
C 1.71649 -3.32867 -4.12864
C 0.25696 -0.90420 4.17965
H -3.64445 -2.29062 -3.84820
C -5.52968 -2.11502 1.73264
C -4.94518 -1.12999 2.53028
H 2.71145 5.82157 3.55890
P 3.35195 -0.80534 -0.45429
C 3.47280 0.32208 0.94383
H 1.59610 3.64721 -3.55990
N -3.27820 1.37204 1.82392
H 6.75190 -4.32466 -1.10017
C 0.08652 -0.51685 2.86300
C -5.45690 0.31190 2.68815
C 2.82881 2.74055 -0.53440
H 0.16368 -0.34652 -4.46513
N -0.05149 -1.63948 -2.88781
C -2.49980 -1.03842 -2.51931
H -3.35880 -0.83396 3.94881
H 1.77738 -1.81247 -5.67111
H -2.99670 1.07832 -2.50529
Se 0.94637 -3.93990 0.70896
C 5.57062 1.01780 -3.99125
Se -0.72571 -3.24328 -0.71772
H -6.22035 5.14748 -1.74050
H -0.81685 0.27873 -2.66667
H 5.31027 4.73048 -1.71177
H 4.77573 -4.29114 2.69885
H 2.58557 -0.34035 -3.14158
S -8.18874 4.14592 -0.71891
C 1.37371 -2.12051 -4.71689
C 2.74404 2.65197 4.76224
C -3.67072 -3.59141 2.08296
H 6.43235 -5.28366 1.15175
C 4.33128 -2.22727 0.03237
H -2.56604 0.46379 -4.11635
H 2.41186 -4.00102 -4.61845
C -4.33054 1.33053 2.87674
C 6.19435 0.96924 -2.74751
Cl -2.79371 -5.03144 1.66580
C 4.15754 -2.78060 1.30794
H -0.18753 0.49950 2.61022
C 2.77137 4.04294 4.75596
C 4.90700 -3.87468 1.70696
C -1.82273 2.12569 0.35202
H -2.01593 -1.99935 -4.44222
C 3.48686 4.26557 -2.75373
H -1.20150 2.72859 -0.28778
H 3.79048 0.59498 -5.11150
H 1.35430 -4.62991 -2.45560
H 0.75458 -2.56479 5.45864
C 0.62897 -2.21293 4.44136
C 0.48491 -1.29854 -4.06649
C 3.59783 0.01836 -3.04872
O -6.41067 0.73881 1.75434
H -2.30089 -3.15834 -3.13399
H -4.79867 2.31055 2.90489
C 6.02235 -3.89316 -0.42622
C -3.15349 -2.72312 3.02823
C 4.21798 -0.04131 -1.80897
C 0.80961 -3.08054 3.37858
H 4.73671 3.37487 0.26480
C 2.27919 3.58007 -2.72170
H -2.24935 -2.97409 3.57031
Cl -7.09650 -1.95027 1.01094
C -6.62418 2.20490 -0.13261
P 2.35366 1.72935 0.84580
C 1.94623 2.81497 -1.61154
*
```

Calculated values
Energy above the lowest of the compared OMol25 structures with the same formula, charge and spin: 54.35 kcal/mol
Kohn-Sham gap (spin up / spin down): 6.33 / 5.96 eV
E: -271163.94938 eV

Entry 2:
A structure of composition C56H54I2N4O3P2Sn at a distorted geometry, computed with wB97M-V/def2-TZVPD.

```
! wB97M-V def2-TZVPD RIJCOSX def2/J DEFGRID3
* xyz 0 1
C -4.35241 -0.63876 -1.22578
C -3.19470 0.43632 -0.97733
H -4.03974 -0.30873 -4.50797
H -3.75782 3.53430 -0.60353
C 2.40366 3.82723 3.42954
C -1.97073 2.86504 3.80552
H -5.01549 3.69018 4.99362
H 2.08316 5.91789 3.45926
C -0.00525 -5.16049 1.81748
C 4.93897 0.23065 -0.85648
H -1.33283 -3.59104 -1.78995
C -2.91950 1.48404 -3.15452
H -5.18912 2.77103 -1.27798
C 3.37222 2.85748 -0.94113
C 6.24248 -0.98130 0.80048
C 5.03961 -1.46684 1.38562
H -4.57648 -1.82983 0.63567
C 0.66471 -4.62792 -5.11075
H 0.18016 -4.25168 -3.08558
C 3.79607 3.88781 3.70574
H 1.81340 -0.07104 -3.43543
I -2.76751 -1.83220 3.64072
H -5.47640 -1.56962 -2.73801
N 1.75187 -1.99075 -2.68842
C -5.16075 -1.32383 -0.16236
H -2.70914 -2.62396 0.45412
H 1.41788 -0.33502 3.22740
C -1.71208 -2.70197 -2.23340
H 4.86867 0.93021 -1.72046
C 1.68843 2.63909 3.57756
H -3.38994 -4.74837 1.54200
C 3.75886 -0.21542 -0.28286
H 5.47237 2.77640 4.30805
H -5.85599 -2.02497 -0.69263
C -4.52456 -1.03197 -2.50751
C 0.69435 -3.85205 -3.93847
H 1.25115 -3.64797 -1.53238
H 0.12560 2.87327 1.46414
C 6.17460 -0.20234 -0.34433
C -3.26212 -2.22465 -4.15646
C -1.95341 -0.17725 -1.82167
H 3.83618 2.49527 -0.01526
H -5.72099 2.32064 2.92401
H -1.10608 0.51558 -1.61692
C -2.39095 0.09269 -3.26456
C -1.40606 -5.35755 2.03648
H 1.31631 -4.89052 -7.12311
H -3.80527 -2.62954 -5.00713
I 0.14407 -3.58718 5.32274
C 1.78698 5.03241 2.84373
C -3.64826 1.99152 2.39020
H 4.17056 0.64176 4.76309
H 2.89000 -1.55072 1.19277
C 1.90385 -2.18243 -5.12383
C 2.23626 3.79078 -3.34580
P -0.07237 -1.74163 -0.39676
C 2.49404 2.01506 -1.68508
O -0.32177 2.42555 0.59550
N -2.91870 0.74857 0.43299
H 0.52461 0.35773 4.60676
C 1.29798 -4.21809 -6.28111
C -4.14985 2.99411 -1.51527
O -5.11745 1.42547 0.55997
C 1.55494 0.14740 4.17043
O -0.28911 3.80756 5.10153
H 3.43087 5.53811 -3.00128
C 3.69605 4.11011 -1.44413
H -4.16789 3.65644 -2.40015
H 1.38150 -3.74806 1.10451
C -3.37868 1.76091 -1.90426
C -1.95070 -3.32775 0.81061
C 1.99631 -3.00829 -6.23802
C 2.34166 1.44884 4.07613
C -0.52474 3.10582 4.08422
C -4.67060 2.49954 3.23472
C 1.40391 -2.57804 -1.42700
H 5.06343 -2.19026 2.18662
N 0.33327 2.54933 3.18620
H -2.12640 -4.00901 -3.74211
H 2.08301 5.30017 1.81130
C -4.28218 3.28056 4.32104
H 2.01281 -0.54549 4.85448
H -1.07202 2.98741 0.40397
H 0.12921 -5.60864 -5.08567
H -2.57032 4.16639 5.32217
H -1.40198 -1.44263 5.93907
N -2.35255 2.11479 2.74949
H 4.34949 4.80689 3.60369
H 0.76040 -5.91122 2.15905
C 1.89265 2.52982 -2.82615
H 2.26517 -2.41978 -0.73815
H 7.19956 -1.26138 1.18289
C -1.40374 -1.56115 -1.56351
C -2.32095 -4.50459 1.45633
Sn -1.08389 0.50655 1.77190
C -2.41569 -2.99902 -3.45157
C -3.58264 -0.82856 -3.67997
H 2.60026 -2.72019 -7.10485
H -5.83009 -0.59199 0.34383
H -1.76070 -6.23172 2.57921
H 3.41710 -0.79795 -2.92433
C -1.68808 -2.40595 5.48349
H -3.02134 2.19330 -3.95300
C 1.41402 -2.65674 -3.86770
H -1.58230 -0.00782 -4.02114
C -3.95650 1.38729 1.03907
C 3.68603 1.55913 4.39035
C 3.12631 4.56989 -2.63890
C -2.92813 3.45580 4.61658
H 7.05993 0.08416 -0.90127
P 2.22709 0.28755 -1.12275
H 1.12430 1.93803 -3.32326
H 2.24571 -1.15195 -5.20864
C 3.81472 -1.07864 0.86388
C -0.59722 -3.11949 0.60150
C 0.36562 -4.01718 1.13383
C 2.34845 -0.70316 -2.67083
C 4.40174 2.76169 4.21293
H 4.49398 4.68861 -0.95181
H 1.94142 4.12867 -4.33853
H 0.67335 5.07574 2.91542
H -2.39116 -3.00035 6.06363
*
```

Calculated values
Kohn-Sham gap: 6.30 eV
E: -111658.27969 eV

Entry 3:
A structure of composition C56H54N5O3P2SiW at a distorted geometry, computed with wB97M-V/def2-TZVPD.

```
! wB97M-V def2-TZVPD RIJCOSX def2/J DEFGRID3
* xyz -1 3
H 3.45683 -0.56198 3.02813
C 0.64131 -3.93056 -1.06470
C 4.37327 -3.64317 -2.56709
H -0.47433 7.66615 0.86168
H -2.16616 -3.15189 0.14862
H 0.62013 2.11426 -5.03197
H 1.25209 -1.21912 -2.59795
H 2.58594 0.41615 0.85999
C -2.44671 -3.46615 3.51201
N 7.76938 -4.45232 -2.10454
C 0.35866 -4.99701 -1.86846
C 3.18873 -2.93026 -2.48022
H -2.42926 1.58773 -0.67817
H 2.32945 -3.25760 -3.05385
C -1.19429 -2.73772 -1.88705
C -0.76336 5.60242 0.37762
H 4.34808 -1.93898 3.70239
C 4.21423 -1.36583 -1.00317
H 4.12363 -4.67844 2.27519
C -0.74016 -4.91866 -2.77525
C -2.03385 -1.59207 -1.70752
C -2.39909 2.17383 -3.38585
C 2.64987 2.44700 -2.34826
C 3.80115 2.87745 -2.98895
C 3.91153 -1.53191 2.78208
C -4.31440 -0.10178 3.84936
C -1.67629 4.57667 0.11558
H -1.99864 -0.76818 -5.85135
H 6.29023 -1.70810 -0.57134
H 1.27534 1.59725 0.79144
C -3.38475 1.92248 -4.33452
H 0.66109 3.63800 -1.10294
C 0.50482 1.46156 3.41988
C -3.23956 0.87340 -5.22865
H -3.44065 -4.35020 1.77855
H -0.96335 -5.74167 -3.44408
C -1.25657 1.38395 -3.32733
C -2.56133 7.18120 0.68198
C 2.66290 2.74524 -5.09247
H 0.72515 4.04000 5.60923
C 5.50044 -3.20717 -1.87899
C -0.71962 -1.93222 2.84440
W 0.30712 -0.94687 0.03967
H -2.53862 2.99398 -2.68690
C -3.74196 -0.35051 1.14411
H 1.01253 0.54424 3.16433
H -1.13518 -2.36698 4.86332
H 0.07644 -1.25314 3.09977
C 0.96547 2.22317 4.48532
H 0.97537 -5.88603 -1.80361
C 5.40984 -2.05464 -1.09747
H -2.39291 -3.67048 -3.37591
C 6.76224 -3.90464 -2.00269
H -1.19300 4.82277 4.24622
C 3.48356 -4.25116 1.49205
H 2.52992 -3.75635 4.35700
H -0.71476 3.83866 -2.16093
C 1.52178 0.54534 0.68378
C -1.20095 6.88841 0.65168
H -4.27067 2.54611 -4.36489
C -3.47419 6.16939 0.42171
H 1.35839 -2.42731 4.28306
C -2.80204 0.23851 1.99918
H -6.17901 -1.06259 3.39289
C 1.83099 -0.95133 -1.71887
C -2.67368 -3.66439 2.11604
C -0.57604 1.89140 2.64516
H -2.87523 2.48235 0.76266
H 4.72108 -1.35713 2.07263
C 1.77037 -3.27713 3.72363
H -0.25839 -0.32903 -4.16564
H -5.66635 -1.27134 0.97308
O -1.46911 -0.67543 -0.89467
C 3.81161 3.02624 -4.37008
C -1.94501 -2.99037 1.18718
C -3.03902 4.87941 0.13072
C 1.47847 2.16373 -3.06227
P 0.04158 1.55082 -2.05719
C -4.95504 -0.80563 1.64644
C -1.17914 3.10635 2.96601
C -1.39827 -2.56187 3.83072
H 4.71242 3.35113 -4.87920
H 4.15787 -0.47146 -0.39372
P -1.22383 0.84801 1.28145
H -3.76792 4.10751 -0.09285
H 0.29700 5.37154 0.38825
H -4.52790 -0.01551 4.90859
H -3.52649 -0.47157 0.08783
O 1.65917 -2.07460 1.02202
H 4.69548 3.08824 -2.41160
Si 2.61601 -2.73498 2.14518
C -0.31559 3.22788 -1.34609
N -3.85456 -4.64572 5.32032
C -3.09935 0.35499 3.35498
H 0.96057 -3.99327 3.55522
C -5.24203 -0.68711 2.99855
C -2.10568 0.06984 -5.17161
C -1.51062 -3.79097 -2.75799
H 1.80256 1.86867 5.07616
H -2.90269 8.18480 0.90588
H -4.53792 6.38271 0.42968
C -0.71169 3.87704 4.02096
N -1.18598 3.27504 -0.16285
H 4.11283 -4.02097 0.62360
C -1.12876 0.31904 -4.22299
H -4.01732 0.66475 -5.95486
H 1.46649 -3.95383 -0.37671
C -3.22122 -4.11513 4.50616
N -0.96304 -2.07931 1.49828
O -3.14799 -1.41852 -2.17780
H 4.43254 -4.53713 -3.17870
H -2.03171 3.46469 2.40250
C -2.03273 2.13584 0.17889
C 3.07344 -1.77791 -1.69635
H 2.65912 2.85799 -6.17136
C 0.36129 3.43760 4.78443
H -2.38073 0.79512 4.03552
H 2.66217 2.30500 -1.26915
C 1.50417 2.31692 -4.44590
H 2.75800 -5.02018 1.19707
N -0.07414 -2.78536 -1.06271
H 2.15877 0.07090 -1.82977
*
```

Calculated values
Energy above the lowest of the compared OMol25 structures with the same formula, charge and spin: 35.22 kcal/mol
Kohn-Sham gap (spin up / spin down): 4.80 / 7.21 eV
<S²>: 2.195
E: -100824.77935 eV